# 1
Below is C40H47BF4N12O3PtSSi as an isolated structure, with properties calculated with ωB97M-V/def2-TZVPD.

```
110
Properties=species:S:1:pos:R:3:forces:R:3
Pt -0.27728 0.19019 -0.47304 -0.22 0.06 0.11
C 2.01645 -1.68529 -2.40643 -0.03 -0.02 -0.08
C 2.52007 -0.72442 -1.39001 -0.02 -0.03 0.02
C 3.82958 -0.37069 -1.07026 -0.06 0.01 0.06
C 3.72345 0.53210 -0.03247 -0.01 -0.03 0.03
N 2.43209 0.70583 0.26718 -0.03 0.06 0.12
N 1.69373 -0.06151 -0.57640 0.33 -0.07 -0.19
B 1.74895 1.68945 1.26239 0.06 0.06 -0.21
N 0.94313 2.68324 0.30027 0.06 -0.03 0.08
C 0.79871 4.00631 0.25504 -0.01 -0.02 -0.01
C -0.11185 4.33274 -0.73799 0.06 -0.05 0.03
C -0.52133 3.11722 -1.27380 -0.09 0.00 -0.04
C -1.50281 2.82728 -2.35391 -0.03 0.03 -0.05
N 0.12944 2.13888 -0.63422 -0.03 -0.10 -0.03
N 0.71087 1.03222 2.14855 -0.16 -0.06 0.05
C 0.11996 0.66376 4.40263 0.12 0.00 -0.03
C -1.33662 0.08681 4.23454 -0.07 -0.03 0.07
C -0.75293 -1.27634 3.69437 0.05 0.08 -0.06
C -1.18766 -2.60949 4.21597 -0.04 -0.04 0.01
N 0.64681 -0.35360 2.34468 0.12 0.06 0.09
N 2.62885 2.36784 2.27244 -0.01 -0.03 0.00
C 3.62304 3.33432 2.05326 -0.06 0.02 -0.06
C 4.46474 3.89268 3.10119 0.03 0.08 -0.08
C 5.06646 2.87939 4.08962 -0.06 -0.01 -0.01
C 5.63362 3.38890 5.37452 0.05 0.02 0.04
N 4.46856 1.48618 4.17969 -0.02 0.11 0.09
H 2.67016 -1.68597 -3.27620 0.00 -0.01 -0.01
H 1.00635 -1.43231 -2.72978 0.02 0.01 0.02
H 1.99567 -2.69589 -1.99764 0.00 -0.01 0.01
H 4.73049 -0.74038 -1.52191 0.06 -0.02 -0.03
H 4.48077 1.06775 0.50872 0.09 0.04 0.06
H 1.33393 4.63869 0.93929 0.05 0.05 0.04
H -0.42962 5.31344 -1.03873 -0.02 0.06 -0.02
H -1.88788 3.75779 -2.76566 0.00 0.00 -0.01
H -2.35120 2.24679 -1.98332 0.00 -0.01 0.01
H -1.03623 2.26273 -3.16215 0.00 -0.01 0.00
H 0.37935 0.87266 5.43638 0.00 0.02 0.01
H -1.86656 0.02176 5.18105 0.01 0.01 0.01
H -1.14773 -2.62294 5.30507 0.02 0.00 0.02
H -0.53516 -3.40100 3.84905 0.00 -0.02 -0.02
H -2.21089 -2.83351 3.91286 -0.02 0.01 0.01
H 3.37217 4.03950 1.26927 0.02 -0.01 -0.02
H 4.54636 4.95751 3.27930 0.00 0.04 0.02
H 6.25497 4.26249 5.18056 0.02 0.02 0.01
H 6.24063 2.62429 5.85531 0.01 -0.01 0.00
H 4.83132 3.68241 6.05271 -0.03 0.00 0.01
C -5.02303 -1.16884 -2.81760 -0.04 0.00 -0.04
C -5.32004 0.28064 -2.47373 0.00 -0.01 0.04
C -4.94746 1.21592 -3.61107 -0.02 -0.04 0.02
C -6.76594 0.47346 -2.04701 -0.02 -0.04 -0.08
O -4.45534 0.65543 -1.36402 0.10 0.03 0.02
Si -4.47871 0.36522 0.21219 0.10 0.00 -0.03
S -2.31060 0.80355 0.49949 -0.06 0.35 0.28
O -4.75423 -1.13873 0.66725 -0.12 -0.20 -0.20
C -5.60414 -1.79420 1.65432 0.15 0.10 0.08
C -5.46854 -3.27856 1.36910 0.00 0.01 0.05
C -7.04198 -1.33520 1.48978 -0.05 -0.07 -0.02
C -5.06345 -1.43300 3.02961 -0.10 -0.06 0.01
O -5.22112 1.40664 1.16619 -0.08 0.01 0.06
C -5.34784 2.85616 1.28865 0.00 -0.11 -0.04
C -6.82532 3.10806 1.53464 0.03 0.06 0.00
C -4.50042 3.27414 2.47717 -0.04 0.02 -0.02
C -4.87959 3.53637 0.01195 -0.02 0.07 0.05
H -5.64730 -1.49510 -3.64898 -0.01 0.00 -0.03
H -5.22240 -1.81481 -1.96272 -0.01 -0.01 0.03
H -3.97848 -1.28540 -3.10468 0.04 0.00 0.00
H -5.52169 0.97281 -4.50395 -0.03 -0.02 -0.02
H -3.88859 1.11846 -3.84847 0.03 -0.01 0.00
H -5.15279 2.25169 -3.34160 0.00 0.03 0.02
H -7.43488 0.26655 -2.88188 -0.02 -0.01 -0.02
H -6.93895 1.49848 -1.72035 0.00 0.04 0.02
H -7.02827 -0.20736 -1.23528 0.02 0.01 0.03
H -5.82918 -3.50955 0.36773 0.00 0.00 -0.03
H -6.05291 -3.85411 2.08602 -0.02 -0.01 0.03
H -4.42644 -3.58771 1.44228 0.04 -0.01 0.00
H -7.43083 -1.61874 0.51120 0.02 0.00 -0.02
H -7.13093 -0.25837 1.61488 0.01 0.08 0.01
H -7.66354 -1.81806 2.24397 -0.02 -0.01 0.01
H -4.02606 -1.75415 3.11835 0.06 -0.01 0.00
H -5.64370 -1.92961 3.80733 -0.01 -0.02 0.01
H -5.11246 -0.35678 3.19388 0.00 0.04 0.00
H -7.15962 2.57105 2.42112 0.00 -0.02 0.03
H -7.42055 2.78111 0.68222 -0.01 -0.02 -0.04
H -7.00325 4.17165 1.68969 -0.01 0.03 0.01
H -4.82920 2.76072 3.37938 -0.02 -0.03 0.03
H -4.59162 4.34823 2.63606 -0.01 0.04 0.01
H -3.45060 3.03580 2.31365 0.05 -0.01 -0.01
H -5.43116 3.17258 -0.85340 -0.02 -0.01 -0.04
H -3.81304 3.37649 -0.15245 0.04 -0.03 -0.01
H -5.04648 4.61004 0.09572 0.00 0.03 0.01
F 2.03597 -2.42342 4.64974 -0.01 0.05 0.00
C 1.91336 -1.12204 4.39101 0.02 -0.07 0.00
C 2.97967 -0.27766 4.61674 -0.06 -0.05 0.04
F 4.06525 -0.86056 5.14011 -0.03 -0.02 -0.03
C 3.12707 1.06491 4.26757 -0.02 0.07 -0.02
C 2.18270 2.06838 3.62797 0.02 -0.06 0.09
C 0.69158 1.67985 3.42966 -0.06 0.00 0.05
F -0.03709 2.84571 3.38849 0.01 0.00 -0.01
C 0.66197 -0.63956 3.81540 0.11 0.02 0.04
C -0.75548 -0.87912 2.19620 -0.12 -0.12 -0.06
C -0.72560 -1.62890 0.93558 -0.11 -0.09 0.27
N -0.65169 -2.04577 -0.14792 0.03 -0.06 -0.24
C -1.82777 0.20787 2.11166 -0.07 0.13 -0.24
N -2.14375 0.73066 3.21069 0.05 -0.07 -0.07
F 2.24811 3.20309 4.42279 -0.04 -0.01 0.01
C 5.29456 0.98090 3.15660 -0.01 -0.17 -0.07
C 5.81160 2.33445 2.87445 0.14 0.00 -0.10
N 5.16244 3.21491 1.93705 -0.02 0.00 0.15
C 5.37154 -0.30917 2.67131 0.11 0.13 0.00
N 5.44634 -1.38402 2.23984 -0.07 -0.10 -0.09
```
Positions in Å, forces in eV/Å.

Output
- LUMO level (spin up / spin down) (eV) = -2.966 / -3.551
- E_tot (eV) = -99764.7903
- gap between HOMO and LUMO (spin up / spin down) (Ha) = 0.2335 / 0.2952
- spin multiplicity = 4
- total charge = +1

***

# 2
Below is C21H29ClN3O4STi as an isolated structure, with properties calculated with ωB97M-V/def2-TZVPD.

```
60
Properties=species:S:1:pos:R:3:forces:R:3
Ti 0.23539 -0.80245 0.28539 -0.87 1.05 1.20
C 1.57530 3.35628 2.82284 -0.04 0.01 -0.03
C 1.93646 2.06352 2.15183 -0.04 0.01 0.10
C 2.41884 2.04397 0.84907 0.01 0.01 -0.06
C 2.78849 0.85642 0.22588 -0.03 0.03 -0.05
C 3.45009 0.86942 -1.12170 -0.02 0.01 -0.05
C 2.62326 -0.34683 0.92512 0.10 -0.07 0.15
C 2.15888 -0.35126 2.25452 0.00 -0.18 0.04
C 2.18822 -1.62130 3.06388 0.00 -0.04 0.00
C 1.80906 0.85671 2.84030 -0.10 0.05 0.01
H 2.45243 3.79569 3.30203 0.01 -0.02 -0.01
H 0.82053 3.20158 3.59260 0.01 -0.01 0.00
H 1.19444 4.08180 2.10499 0.02 -0.01 -0.01
H 2.53482 2.97895 0.31183 0.00 -0.01 0.01
H 4.50639 1.11935 -1.00382 0.00 0.02 0.01
H 3.01060 1.61745 -1.78139 -0.01 0.00 0.01
H 3.40458 -0.10261 -1.61349 -0.02 0.00 0.02
H 3.05188 -1.25980 0.52307 -0.06 -0.01 -0.07
H 3.18759 -1.74887 3.48424 -0.01 -0.01 0.03
H 1.97645 -2.50815 2.46547 0.00 0.03 -0.06
H 1.47982 -1.58618 3.88987 0.01 0.03 0.01
H 1.44645 0.86491 3.86230 0.01 0.00 -0.01
Cl 2.31636 -2.20945 -6.51263 -0.02 0.00 0.06
C 1.73044 -1.62584 -5.00214 0.01 -0.01 -0.02
C 1.31065 -0.29797 -4.89024 -0.02 0.14 -0.05
C 0.83169 0.20894 -3.69596 0.02 -0.09 -0.16
C 0.76589 -0.61235 -2.58054 -0.20 0.33 0.47
O 0.29199 -0.11353 -1.41553 0.30 -0.33 -0.62
C 1.20043 -1.94457 -2.67741 0.14 -0.53 0.00
C 1.20891 -2.84000 -1.55723 -0.09 0.22 -0.34
O 0.92946 -2.50283 -0.39437 0.40 -0.79 -0.18
C 1.67313 -2.44762 -3.90393 0.01 0.04 -0.11
H 1.36583 0.34109 -5.76227 0.00 -0.01 0.01
H 0.51293 1.23946 -3.61850 0.00 0.00 0.01
H 1.47250 -3.88760 -1.73061 0.07 0.04 -0.02
H 1.99942 -3.47761 -3.98117 -0.01 0.01 0.03
N -2.61827 -3.43809 3.07820 -0.02 -0.01 -0.06
C -2.84614 -3.09947 1.62198 -0.08 -0.18 0.46
C -1.68750 -2.24969 1.15452 0.24 0.33 -0.25
O -1.71595 -1.76459 0.00612 0.03 -0.09 0.09
O -0.72461 -2.04849 1.94554 0.08 -0.13 -0.14
H -3.28991 -2.97214 3.68770 -0.02 0.00 0.03
H -1.67260 -3.10171 3.32936 0.05 0.07 -0.15
H -2.67049 -4.44020 3.25974 -0.03 -0.02 0.02
H -3.78739 -2.56504 1.52966 0.01 0.02 -0.09
H -2.89940 -4.02615 1.05614 0.00 0.05 -0.08
C -3.02147 1.95531 -2.10005 0.11 0.01 0.03
N -2.27737 1.41767 -0.96050 0.09 -0.15 0.15
C -2.29642 1.73515 0.32742 -0.11 0.12 -0.07
S -1.15010 1.04221 1.44720 0.04 0.13 -0.28
N -3.15253 2.60698 0.85535 0.03 0.03 0.05
C -4.26843 3.34675 0.25673 0.06 -0.12 0.10
H -2.48896 1.63490 -2.99196 -0.04 0.02 -0.03
H -3.03672 3.04157 -2.09195 -0.02 -0.01 0.01
H -4.03459 1.56349 -2.15031 -0.01 0.00 0.00
H -1.56264 0.74667 -1.19051 0.04 -0.04 -0.11
H -2.96122 2.81264 1.82287 -0.04 -0.03 0.03
H -4.81417 2.73050 -0.44828 0.00 0.00 0.00
H -3.93363 4.26440 -0.22259 -0.01 0.01 -0.02
H -4.94911 3.59858 1.06527 0.00 0.06 -0.01
```
Positions in Å, forces in eV/Å.

Output
- LUMO level (spin up / spin down) (eV) = -6.020 / -6.255
- E_tot (eV) = -81371.9074
- gap between HOMO and LUMO (spin up / spin down) (Ha) = 0.2862 / 0.2781
- spin multiplicity = 2
- total charge = +2

***

# 3
Below is C13H21N4O5SSiTi as an isolated structure, with properties calculated with ωB97M-V/def2-TZVPD.

```
46
Properties=species:S:1:pos:R:3:forces:R:3
Ti -0.89369 0.17437 -1.02122 0.55 0.12 0.05
N -1.09145 -1.91725 -2.03329 0.01 -0.02 -0.03
C -1.27077 -1.77774 -3.48426 -0.02 0.01 0.03
C -0.37711 -0.65912 -3.99660 -0.01 0.01 0.01
N -0.71805 0.58371 -3.29660 -0.03 0.00 0.01
H -0.18264 -2.30650 -1.80449 -0.01 -0.04 -0.02
H -1.81840 -2.48990 -1.62251 -0.01 0.03 0.03
H -2.31750 -1.52099 -3.65975 0.00 0.01 0.00
H -1.05543 -2.70320 -4.02707 0.01 0.00 -0.01
H -0.47536 -0.57651 -5.08323 0.00 0.00 -0.01
H 0.66227 -0.88529 -3.75727 0.01 0.00 0.00
H -1.58491 0.98760 -3.63402 0.00 0.00 0.01
H 0.01955 1.27469 -3.36310 0.02 -0.02 0.00
O -0.73332 1.93667 -0.66448 -0.09 -0.22 0.26
C -0.69318 2.50958 0.55178 0.04 0.02 -0.14
C -0.79898 1.79222 1.73831 -0.01 0.04 0.26
C -0.73449 2.47224 2.99145 0.00 -0.05 -0.17
C -0.82765 1.79144 4.17173 0.07 0.08 0.21
C -0.99658 0.40234 4.26344 0.01 -0.04 -0.16
C -1.06601 -0.27867 3.06480 0.02 -0.01 0.11
C -0.97016 0.36624 1.83468 0.00 -0.05 -0.21
O -1.04194 -0.37469 0.71192 -0.03 0.16 0.18
N -0.74534 2.56533 5.41751 -0.27 -0.05 -0.10
O -0.83843 1.96081 6.47253 0.09 -0.04 0.09
O -0.62013 3.77603 5.35388 0.10 0.08 0.01
H -0.58156 3.58670 0.55991 0.01 0.01 0.01
H -0.60797 3.54522 3.00899 0.00 0.00 0.01
H -1.06819 -0.09038 5.21841 0.00 0.01 0.01
H -1.20036 -1.35401 3.04877 -0.01 0.00 0.00
S -5.44184 1.00489 -2.46265 0.05 0.00 -0.03
C -3.99016 0.56815 -1.87499 -0.10 -0.19 0.01
N -2.94992 0.21846 -1.46420 -0.18 0.18 -0.21
C 3.63434 -1.38722 -1.49666 0.04 0.00 0.01
Si 2.23005 -0.82948 -0.36853 -0.07 0.07 -0.04
C 1.69541 -2.33023 0.63454 0.03 -0.04 0.00
C 2.87775 0.46176 0.82116 -0.01 0.00 0.01
O 1.02677 -0.25829 -1.28422 -0.20 -0.11 -0.16
H 4.49803 -1.73482 -0.92249 -0.01 0.00 -0.01
H 3.96534 -0.56805 -2.14029 0.00 0.00 0.01
H 3.31175 -2.20966 -2.14235 0.00 0.01 0.00
H 2.54096 -2.74717 1.19001 -0.02 0.00 0.01
H 1.30059 -3.12887 -0.00286 0.01 0.00 0.00
H 0.91586 -2.05552 1.34767 0.00 0.01 0.00
H 3.72065 0.08425 1.40742 -0.01 0.01 0.01
H 2.08738 0.76532 1.51362 0.00 0.00 -0.01
H 3.20485 1.35552 0.28459 0.00 -0.01 0.00
```
Positions in Å, forces in eV/Å.

Output
- LUMO level (eV) = 2.257
- E_tot (eV) = -71853.3675
- gap between HOMO and LUMO (Ha) = 0.1715
- spin multiplicity = 1
- total charge = -1

***

# 4
Below is a 10-piece molecular cluster, C36H52N8O2S2 overall, with properties calculated with ωB97M-V/def2-TZVPD.

```
100
Properties=species:S:1:pos:R:3:forces:R:3
C -6.70745 2.69709 -1.89175 0.72 0.60 0.87
S -6.09361 1.28158 -0.95473 0.83 0.14 0.86
O -6.01822 1.59500 0.53315 -0.07 0.02 -1.60
C -4.42344 1.48545 -1.68846 0.42 0.15 0.04
H -7.63699 3.08920 -1.47907 -0.34 -0.57 -0.44
H -6.64164 2.38912 -2.93526 -0.56 0.19 -0.04
H -5.98575 3.49390 -1.71191 0.09 0.07 -0.19
H -4.41894 1.40330 -2.77535 -0.40 -0.68 -0.15
H -3.70386 0.78914 -1.25782 -0.36 -0.28 0.00
H -3.97923 2.47621 -1.59268 -0.41 0.36 0.71
C -0.94682 -0.47746 -1.50038 0.28 -0.38 0.40
S 0.05415 0.36222 -0.23588 0.48 0.83 0.44
O 1.31998 -0.41760 0.17463 -1.70 0.20 -0.66
C -1.13826 0.13896 1.15427 0.00 0.08 -1.07
H -1.44908 -1.28231 -0.96369 -0.02 -0.36 -0.52
H -0.34555 -0.78554 -2.35575 0.29 -0.31 0.36
H -1.67592 0.19446 -1.95319 -0.05 0.41 0.45
H -1.01469 0.89962 1.92512 0.58 -0.56 0.12
H -0.94135 -0.90564 1.39540 -0.24 0.16 0.73
H -2.16659 0.29100 0.82638 0.01 -0.27 -0.43
N -0.43059 -6.45996 1.41594 -0.57 1.28 -0.55
C -1.52868 -5.96068 0.74846 -0.42 1.40 0.01
C -1.38186 -4.54039 0.57267 -0.16 -3.10 0.38
C -0.12708 -4.26884 1.11642 0.83 0.57 0.49
C 0.42161 -5.40867 1.64647 0.49 -0.36 0.22
H -0.32059 -7.42265 1.70094 0.05 0.39 -0.09
H -2.33570 -6.65175 0.55469 -0.09 0.29 -0.22
H -2.05689 -3.79220 0.18415 -0.13 -0.45 -0.20
H 0.34326 -3.29673 1.12992 0.08 0.00 0.11
H 1.34013 -5.55111 2.19639 -0.02 0.04 -0.16
N -1.37706 5.77365 -0.77553 -0.08 -0.72 -0.38
C -1.06207 6.30025 0.45373 -0.15 -0.50 -0.48
C -0.94770 5.21596 1.30397 0.65 1.21 1.39
C -1.10056 4.03579 0.61179 -1.10 -0.45 -3.04
C -1.43647 4.40946 -0.72105 0.53 -0.25 1.99
H -1.46149 6.22741 -1.67390 -0.07 0.36 0.38
H -0.91544 7.36308 0.57738 -0.11 -0.18 0.14
H -0.77828 5.25600 2.36985 0.19 0.25 0.00
H -1.01417 3.00934 0.93633 -0.17 0.20 0.22
H -1.82004 3.81560 -1.53752 0.37 0.07 -0.15
N 5.21831 -0.94049 1.69848 -0.80 0.82 0.73
C 5.37148 -2.16956 2.21611 1.52 -0.85 0.21
C 4.50726 -2.99258 1.55731 0.92 -3.06 2.43
C 3.70108 -2.26858 0.74918 -1.37 1.61 -1.25
C 4.09563 -0.97451 0.92915 0.27 1.79 -2.01
H 5.68380 -0.12442 2.06920 -0.34 -0.02 -0.28
H 6.16583 -2.36765 2.92051 -0.17 -0.16 -0.01
H 4.37854 -4.03051 1.82664 0.18 -0.14 -0.26
H 2.92675 -2.58884 0.06782 -0.12 -0.04 0.44
H 3.78125 -0.09720 0.38337 -0.12 0.01 0.21
N -3.44975 -0.06404 5.24763 -0.53 2.94 0.39
C -2.18508 -0.12854 4.80182 1.74 -1.79 0.38
C -1.84235 -1.50409 4.81849 -0.86 0.44 -0.96
C -3.04996 -2.16547 5.13582 -0.26 -1.48 0.82
C -3.96253 -1.25788 5.51138 -1.69 -0.01 0.05
H -3.91355 0.82066 5.39699 0.02 -0.26 -0.01
H -1.59868 0.77174 4.69211 0.03 -0.23 -0.22
H -0.98505 -2.09875 4.53954 0.37 0.79 -0.16
H -3.43695 -3.17326 5.16739 1.14 -0.51 -0.11
H -4.95282 -1.38880 5.92199 0.02 0.08 -0.26
N 2.93782 -1.96852 -2.79373 0.17 -1.08 2.29
C 2.55295 -0.69451 -3.05439 0.08 -0.49 -2.34
C 2.61858 -0.57677 -4.44822 0.19 -1.68 1.06
C 3.00765 -1.90828 -4.90561 -0.26 1.24 -2.12
C 3.23576 -2.78386 -3.89062 -0.85 2.53 1.46
H 3.00725 -2.22871 -1.82029 0.09 -0.35 -0.25
H 2.11759 -0.07303 -2.28586 0.49 0.05 0.04
H 2.36373 0.27342 -5.06355 -0.01 -0.12 0.08
H 2.98864 -2.13703 -5.96094 0.34 -0.19 -0.03
H 3.52517 -3.81608 -3.75960 -0.07 0.24 -0.22
N 1.74251 -0.04276 3.19079 1.91 -2.13 0.05
C 1.25209 1.18854 3.07375 -0.66 0.14 -0.84
C 0.93642 1.60633 4.32222 -0.52 1.15 0.60
C 1.30453 0.61286 5.23936 0.63 -1.13 -0.30
C 1.93022 -0.43276 4.50420 -2.09 2.04 0.54
H 1.97749 -0.62586 2.40030 0.19 0.16 -0.21
H 1.04552 1.58218 2.08949 0.25 0.21 0.27
H 0.45139 2.54130 4.56095 0.02 -0.01 0.04
H 0.94010 0.66213 6.25483 0.71 -0.31 0.23
H 2.36505 -1.36609 4.83011 -0.17 0.05 -0.34
N -0.50977 -0.96998 -6.91710 -0.01 -0.56 -0.59
C -0.51831 -1.54317 -5.64953 -1.04 0.52 -1.42
C -1.70783 -2.24610 -5.60742 0.61 -0.53 1.02
C -2.33430 -2.22210 -6.86904 -0.37 -0.19 -0.11
C -1.57845 -1.43410 -7.67511 0.88 1.14 0.43
H 0.17575 -0.35992 -7.33898 0.07 -0.20 0.51
H 0.31420 -1.39125 -4.97853 -0.35 0.03 0.10
H -2.10549 -2.74056 -4.73347 0.18 -0.15 -0.04
H -3.22750 -2.75830 -7.15380 -0.03 0.20 0.11
H -1.73389 -1.00312 -8.65311 -0.05 -0.32 -0.02
N 4.01577 4.89043 0.68909 1.09 -0.51 -2.19
C 4.64632 4.15495 -0.34881 -0.02 -1.69 1.42
C 3.93171 2.96721 -0.54202 -0.51 2.39 0.56
C 2.73318 3.16414 0.20065 -0.18 -0.83 0.43
C 2.79885 4.31658 0.96062 0.28 -0.48 -0.64
H 4.37059 5.81638 0.88099 -0.58 -0.17 0.34
H 5.69234 4.25907 -0.59659 -0.07 0.66 0.00
H 4.14216 2.08951 -1.13511 0.20 0.30 -0.15
H 1.96478 2.40552 0.17867 -0.29 0.35 0.27
H 2.07959 4.76428 1.63042 0.09 -0.04 -0.13
```
Positions in Å, forces in eV/Å.

Output
- LUMO level (spin up / spin down) (eV) = 2.296 / 2.260
- E_tot (eV) = -75854.4986
- gap between HOMO and LUMO (spin up / spin down) (Ha) = 0.0651 / 0.2994
- spin multiplicity = 2
- total charge = -1